Formula: C6H12Cl2N4
Source: the OMol25 dataset
Level of theory: ωB97M-V/def2-TZVPD

Atoms and positions in Å:
1 H 1.7557 -0.5882 -1.2814
2 H -1.5674 -1.5919 -0.8601
3 H 1.7180 2.7111 1.0304
4 H -0.1559 -2.4073 0.5672
5 C 1.6172 1.3108 -0.4779
6 C -0.0768 -0.4219 -0.0365
7 H -1.8870 0.5885 1.0047
8 C -0.8765 0.7346 0.6146
9 H 2.4425 1.5022 -1.1164
10 H -1.3298 -0.6008 -3.1219
11 C -0.3293 1.8771 0.8375
12 C 1.1765 0.0945 -0.6290
13 H 0.7756 3.2500 -0.5312
14 H -0.0061 -1.9043 3.0099
15 H -1.0270 2.5789 1.3336
16 H -0.2979 -0.4615 2.5988
17 H 0.4225 -0.2668 -2.3485
18 N -0.2953 -1.3942 2.2035
19 N -0.4834 -0.8303 -2.3913
20 N -0.9161 -0.8948 -1.1260
21 Cl 0.3505 -2.5174 -3.0708
22 C 0.9867 2.4120 0.3102
23 Cl -2.1839 -1.6299 2.5637
24 N 0.1869 -1.5503 0.9170

Properties
Relative energy (zero: lowest compared OMol25 entry of this formula, charge and spin), kJ/mol: 516.1
SMILES: Cl[NH2+]NC1(N[NH2+]Cl)C=CCC=C1
Molecular weight, g mol⁻¹: 211.1
LUMO level, Ha: -0.3449
Net charge: +2

Formula: C6H12Cl2N4O
Source: the OMol25 dataset
Level of theory: ωB97M-V/def2-TZVPD

Atoms and positions in Å:
1 C 0.1127 0.4971 0.6983
2 C -0.0670 0.7044 -2.4202
3 H 0.3416 1.4955 2.5397
4 H -1.1155 1.5154 1.8062
5 H -1.9494 -0.4505 1.6799
6 H 0.0152 -0.2442 -2.9784
7 H 2.6049 0.1550 2.0169
8 N 1.3002 -0.0825 0.5245
9 C 2.4252 0.7065 1.0359
10 Cl -3.4300 -1.5958 0.0650
11 H 3.2540 0.4333 0.4793
12 N -0.1601 1.2585 1.7370
13 H 0.9719 0.9150 -1.9437
14 O 2.4749 -1.8907 -0.0870
15 H -0.7170 -1.5687 -0.3987
16 N -1.0609 0.2878 -1.4673
17 N 0.1633 -2.0316 -0.4924
18 H -1.8686 -0.0941 -1.9908
19 C 1.3474 -1.4605 -0.0288
20 C -1.0716 0.1410 -0.1696
21 C -2.2586 -0.2694 0.6634
22 H 2.1261 1.7324 1.1414
23 H -0.5142 1.4978 -2.9389
24 H 0.3153 -2.9991 -0.7920
25 Cl -3.2399 1.3473 1.3202

Properties
Relative energy (zero: lowest compared OMol25 entry of this formula, charge and spin), kJ/mol: 151.5
Molecular weight, g mol⁻¹: 227.1
LUMO level, Ha: -0.3977
Net charge: +2

Q: Look up the relative energy (zero: lowest compared OMol25 entry of this formula, charge and spin) of the second one.
A: 151.5 kJ/mol

What did the second record say?
Formula: C6H12Cl2N4O
Source: the OMol25 dataset
Level of theory: ωB97M-V/def2-TZVPD

Atoms and positions in Å:
1 C 0.1127 0.4971 0.6983
2 C -0.0670 0.7044 -2.4202
3 H 0.3416 1.4955 2.5397
4 H -1.1155 1.5154 1.8062
5 H -1.9494 -0.4505 1.6799
6 H 0.0152 -0.2442 -2.9784
7 H 2.6049 0.1550 2.0169
8 N 1.3002 -0.0825 0.5245
9 C 2.4252 0.7065 1.0359
10 Cl -3.4300 -1.5958 0.0650
11 H 3.2540 0.4333 0.4793
12 N -0.1601 1.2585 1.7370
13 H 0.9719 0.9150 -1.9437
14 O 2.4749 -1.8907 -0.0870
15 H -0.7170 -1.5687 -0.3987
16 N -1.0609 0.2878 -1.4673
17 N 0.1633 -2.0316 -0.4924
18 H -1.8686 -0.0941 -1.9908
19 C 1.3474 -1.4605 -0.0288
20 C -1.0716 0.1410 -0.1696
21 C -2.2586 -0.2694 0.6634
22 H 2.1261 1.7324 1.1414
23 H -0.5142 1.4978 -2.9389
24 H 0.3153 -2.9991 -0.7920
25 Cl -3.2399 1.3473 1.3202

Properties
Relative energy (zero: lowest compared OMol25 entry of this formula, charge and spin), kJ/mol: 151.5
Molecular weight, g mol⁻¹: 227.1
LUMO level, Ha: -0.3977
Net charge: +2